Entry 1:
Computed, not measured: a structure of composition C54H44Cl2CuF12N10O24S4, with ωB97M-V/def2-TZVPD.

Values from the calculation:
energy relative to the best compared isomer or geometry (same formula, charge and spin)	0.0	kcal per mole
multiplicity	2
largest force on an atom	5.34	eV/A
LUMO energy (spin up / spin down)	-1.675 / -3.501	eV
HOMO energy (spin up / spin down)	-9.8123 / -9.8122	eV
energy	-9788.61152	hartree
gap between HOMO and LUMO (spin up / spin down)	8.14 / 6.31	eV

Cartesian coordinates (Å):
Cu: -16.088 -2.148 17.039
C: -15.925 -5.171 14.099
F: -16.082 -6.296 14.786
F: -15.420 -5.485 12.930
F: -17.121 -4.594 14.044
S: -14.846 -3.934 15.028
O: -13.484 -4.115 14.628
O: -15.472 -2.623 14.831
N: -15.197 -3.980 16.715
S: -14.344 -5.107 17.355
O: -14.160 -6.244 16.502
O: -13.160 -4.628 18.024
C: -15.369 -5.614 18.844
F: -16.592 -6.023 18.490
F: -14.740 -6.559 19.511
F: -15.495 -4.513 19.599
C: -16.699 0.387 13.736
F: -16.000 -0.538 13.110
F: -16.527 1.528 13.129
F: -17.950 0.001 13.784
S: -16.011 0.552 15.524
O: -14.746 -0.132 15.566
O: -16.003 1.956 15.845
N: -17.032 -0.398 16.539
S: -18.258 0.541 17.015
O: -17.946 1.217 18.238
O: -18.903 1.290 15.978
C: -19.526 -0.797 17.434
F: -19.090 -1.598 18.393
F: -20.611 -0.189 17.908
F: -19.877 -1.531 16.379
Cl: -16.155 5.868 20.652
C: -16.230 4.193 20.036
C: -15.735 3.968 18.624
Cl: -14.006 4.422 18.436
H: -17.270 3.864 20.004
H: -15.719 3.519 20.719
H: -16.312 4.440 17.831
H: -15.816 2.913 18.384
C: -18.134 -2.593 23.777
C: -18.507 -3.016 22.548
C: -17.847 -2.512 21.432
C: -17.030 -1.408 21.548
C: -16.691 -0.942 22.832
C: -17.258 -1.503 23.959
N: -16.518 -0.742 20.366
O: -16.324 0.448 20.422
O: -16.331 -1.453 19.379
H: -18.612 -3.063 24.631
H: -19.317 -3.716 22.398
H: -18.147 -2.894 20.464
H: -16.151 -0.016 22.989
H: -16.899 -1.254 24.946
C: -13.350 -1.691 11.781
C: -14.201 -1.352 10.734
C: -14.078 -1.983 9.513
C: -13.062 -2.915 9.312
C: -12.175 -3.204 10.339
C: -12.273 -2.544 11.555
N: -12.972 -3.621 8.045
O: -11.938 -4.192 7.782
O: -13.941 -3.575 7.315
H: -13.622 -1.220 12.719
H: -14.977 -0.618 10.898
H: -14.751 -1.764 8.695
H: -11.314 -3.830 10.149
H: -11.533 -2.678 12.331
C: -23.253 -4.279 19.036
C: -22.702 -3.086 18.551
C: -22.931 -2.701 17.242
C: -23.521 -3.589 16.328
C: -24.004 -4.811 16.756
C: -23.821 -5.118 18.097
N: -23.443 -3.372 14.870
O: -24.144 -4.070 14.174
O: -22.713 -2.490 14.477
H: -23.173 -4.546 20.079
H: -22.294 -2.358 19.240
H: -22.734 -1.682 16.936
H: -24.421 -5.569 16.112
H: -24.198 -6.061 18.482
C: -19.099 -2.765 12.133
C: -17.910 -3.322 11.700
C: -17.919 -4.428 10.868
C: -19.118 -5.117 10.718
C: -20.322 -4.569 11.136
C: -20.301 -3.364 11.828
N: -19.120 -6.421 10.073
O: -20.166 -6.973 9.825
O: -18.024 -6.939 9.844
H: -19.043 -1.892 12.773
H: -16.946 -2.893 11.947
H: -17.016 -4.877 10.479
H: -21.265 -5.098 11.130
H: -21.261 -2.918 12.053
C: -23.479 2.277 15.579
C: -22.229 1.725 15.498
C: -21.808 1.044 14.364
C: -22.624 1.049 13.261
C: -23.870 1.728 13.273
C: -24.294 2.362 14.425
N: -22.120 0.464 12.036
O: -22.885 0.292 11.108
O: -20.958 0.117 11.976
H: -23.810 2.780 16.477
H: -21.662 1.650 16.418
H: -20.871 0.508 14.312
H: -24.457 1.776 12.367
H: -25.199 2.949 14.383
C: -24.950 2.213 20.485
C: -24.529 3.109 19.510
C: -23.174 3.393 19.345
C: -22.193 2.629 19.965
C: -22.636 1.635 20.817
C: -23.959 1.539 21.202
N: -20.781 2.865 19.761
O: -19.986 1.984 20.015
O: -20.466 3.934 19.277
H: -25.972 1.873 20.583
H: -25.232 3.592 18.846
H: -22.900 4.275 18.779
H: -21.922 1.020 21.352
H: -24.151 0.838 22.003
C: -21.777 -6.750 15.638
C: -21.173 -5.785 14.827
C: -20.183 -4.944 15.293
C: -19.771 -5.113 16.618
C: -20.406 -6.000 17.464
C: -21.408 -6.828 16.971
N: -18.736 -4.269 17.183
O: -18.074 -3.581 16.409
O: -18.687 -4.075 18.389
H: -22.546 -7.437 15.312
H: -21.449 -5.734 13.781
H: -19.663 -4.318 14.582
H: -20.033 -6.040 18.479
H: -21.870 -7.555 17.625
C: -11.252 1.787 20.095
C: -10.914 0.553 20.653
C: -11.619 -0.558 20.224
C: -12.628 -0.395 19.283
C: -12.839 0.793 18.584
C: -12.082 1.872 18.988
N: -13.445 -1.572 19.006
O: -14.088 -1.542 17.938
O: -13.659 -2.392 19.850
H: -10.807 2.637 20.597
H: -10.345 0.384 21.558
H: -11.441 -1.533 20.657
H: -13.569 0.908 17.796
H: -12.023 2.833 18.507

Cartesian forces, eV/Å:
0.50 -0.10 -0.43
-0.59 -0.89 1.36
0.07 0.11 -0.01
-0.06 0.72 -0.21
0.23 -0.05 -0.69
-0.05 2.42 1.13
-0.99 -0.23 0.33
-0.09 -0.73 -0.56
-0.85 0.52 -3.08
3.19 -2.29 3.62
-0.67 0.21 -0.17
-0.65 0.23 -0.42
0.06 0.93 -0.97
0.06 -0.25 0.12
-0.15 -0.06 0.06
-0.21 -0.41 0.13
0.59 -0.52 1.34
0.29 -0.33 -0.23
-0.33 0.60 -0.23
-0.61 0.20 -0.29
1.04 -0.25 0.82
-0.58 0.05 -0.27
-0.69 -0.90 -0.17
1.23 0.94 -1.89
-1.31 -0.10 1.54
-0.14 -0.44 -0.27
0.36 -0.34 -0.25
0.20 0.58 -0.02
0.35 -0.12 0.16
-0.28 0.27 -0.13
0.12 0.23 -0.01
0.03 -0.32 -0.22
-0.52 -0.61 -0.52
0.25 -0.03 -0.13
-0.38 0.24 -0.11
-0.13 0.26 0.23
0.23 0.28 0.11
0.07 0.53 0.28
0.12 -0.24 0.28
-0.16 0.82 1.90
0.29 -0.24 -1.29
-0.94 0.29 -0.97
0.13 -0.57 1.64
-0.57 1.21 -0.18
0.26 -1.73 -0.74
-0.02 0.02 -0.17
0.30 -0.36 -0.09
-0.27 0.19 0.04
0.14 0.18 0.11
0.25 -0.27 0.12
0.29 0.14 -0.09
0.42 -0.19 -0.44
-0.25 0.35 0.03
-0.38 0.49 -0.35
0.06 -0.47 0.07
0.06 -0.19 -0.73
-0.49 0.40 1.33
0.88 0.38 -0.34
-0.65 0.14 0.29
-0.10 0.17 -0.34
0.32 -0.24 0.04
-0.15 -0.02 -0.12
0.73 -0.16 0.28
-0.06 -0.07 -0.09
0.00 0.01 0.01
-0.18 -0.22 -0.05
-0.04 -0.30 0.01
0.90 0.54 -1.16
-1.19 0.41 0.49
-0.07 0.01 -0.69
0.51 -0.52 0.50
0.59 0.09 0.58
-1.04 -0.78 1.00
-0.73 0.73 0.72
0.05 -0.31 -0.35
0.34 0.14 -0.18
0.00 -0.12 0.00
0.17 -0.03 -0.05
0.47 -0.13 -0.21
-0.03 0.27 -0.28
-0.06 -0.06 -0.27
0.42 0.44 0.68
0.35 0.01 -0.90
-0.14 -0.82 0.63
-0.40 0.75 -0.28
0.05 -0.13 0.86
-0.50 -0.16 -0.58
1.44 -1.19 -0.41
-0.56 0.28 0.10
-0.70 0.65 0.19
-0.25 0.06 -0.18
-0.11 0.25 0.03
0.04 0.10 0.00
0.12 -0.18 -0.66
0.16 0.10 0.41
-0.94 1.14 -1.09
0.02 -1.17 1.03
0.21 -0.03 -0.15
-1.03 1.20 0.48
0.74 -0.40 -0.34
0.83 -0.46 0.18
-0.05 -1.00 -0.97
-0.58 0.37 0.08
0.46 0.15 0.53
0.07 -0.10 0.15
0.32 0.19 -0.21
0.09 0.19 0.14
0.05 -0.06 -0.05
-0.14 -0.13 0.27
0.68 -0.75 -0.30
0.08 -0.10 0.12
0.35 0.71 -0.18
-1.88 -0.22 0.12
0.91 0.00 1.33
0.05 -0.37 -0.54
0.75 0.25 -0.84
-0.37 -0.22 0.54
-0.17 0.24 0.11
-0.18 0.54 0.17
-0.10 0.19 0.22
0.17 -0.29 -0.33
0.15 0.06 -0.20
-0.45 -0.02 -0.12
0.31 0.40 0.54
-0.44 -0.57 -0.41
0.66 -0.58 0.06
-0.63 -0.10 -0.40
0.31 -0.18 0.19
0.47 0.03 0.14
-0.27 2.13 0.75
0.49 -0.36 -0.23
0.09 -1.23 -0.52
0.04 0.14 -0.47
-0.03 0.12 -0.01
-0.05 0.31 0.27
-0.27 -0.17 0.07
-0.01 0.02 0.03
1.17 -0.88 1.02
-1.40 -0.33 0.23
-0.37 -0.13 -0.12
0.84 -0.35 -0.25
0.09 -0.11 0.11
0.85 0.63 0.47
-2.20 0.66 -0.79
0.61 0.11 -0.21
0.72 -0.27 0.48
-0.01 0.36 -0.61
0.52 0.56 -0.23
-0.11 0.00 0.00
0.01 -0.30 -0.08
-0.82 -0.12 -0.33

Entry 2:
Computed, not measured: a structure of composition C54H44Cl2F9FeN5PSe2, with ωB97M-V/def2-TZVPD.

Values from the calculation:
energy relative to the best compared isomer or geometry (same formula, charge and spin)	19.9	kcal per mole
multiplicity	5
net charge	+1
largest force on an atom	5.12	eV/A
LUMO energy (spin up / spin down)	-3.049 / -3.636	eV
HOMO energy (spin up / spin down)	-9.5659 / -10.3951	eV
energy	-10584.70410	hartree
gap between HOMO and LUMO (spin up / spin down)	6.52 / 6.76	eV

Cartesian coordinates (Å):
Fe: 2.653 -0.574 -0.787
C: 1.564 2.706 -4.639
C: 2.333 3.934 -4.204
C: 2.796 4.908 -5.124
C: 3.410 6.043 -4.744
C: 3.717 6.255 -3.380
C: 3.234 5.304 -2.469
C: 2.516 4.179 -2.878
N: 2.039 3.320 -1.872
C: 2.783 2.271 -1.459
N: 4.007 2.058 -1.954
C: 4.971 1.073 -1.557
C: 4.564 -0.152 -1.024
C: 5.608 -1.066 -0.730
C: 6.929 -0.761 -1.098
C: 7.272 0.448 -1.612
C: 6.315 1.397 -1.848
C: 6.734 2.722 -2.336
N: 2.217 1.370 -0.663
C: 0.974 1.767 -0.004
C: -0.144 1.412 -0.721
C: -1.968 1.559 0.994
C: -1.333 2.527 1.897
C: 0.004 2.807 2.003
C: 1.127 2.398 1.240
C: 2.507 2.991 1.576
H: 1.965 2.427 -5.638
H: 0.490 2.848 -4.667
H: 1.807 1.951 -3.912
H: 2.530 4.965 -6.169
H: 3.515 6.845 -5.523
H: 4.107 7.185 -3.071
H: 3.467 5.528 -1.437
H: 1.143 3.377 -1.422
H: 4.360 2.939 -2.411
H: 5.347 -2.035 -0.311
H: 7.726 -1.455 -0.815
H: 8.258 0.667 -1.876
H: 7.798 2.731 -2.657
H: 6.550 3.510 -1.561
H: 6.069 3.134 -3.113
H: 0.149 0.962 -1.698
H: -2.997 1.986 0.877
H: -1.982 2.798 2.747
H: 0.377 3.389 2.877
H: 3.290 2.675 0.841
H: 2.865 2.585 2.498
H: 2.361 4.060 1.484
Se: 0.010 -2.071 -1.004
Se: 0.218 -3.134 1.009
C: 1.315 -1.867 1.950
C: 1.115 -1.805 3.338
C: 1.939 -1.026 4.136
C: 3.024 -0.385 3.473
C: 3.168 -0.535 2.121
N: 2.278 -1.203 1.341
C: 1.324 -2.960 -2.034
C: 1.065 -4.214 -2.538
C: 2.118 -4.945 -3.084
C: 3.398 -4.305 -3.123
C: 3.551 -3.082 -2.542
N: 2.537 -2.356 -1.983
H: 0.358 -2.356 3.844
H: 1.792 -0.947 5.219
H: 3.756 0.146 4.095
H: 4.036 -0.184 1.553
H: 0.090 -4.614 -2.493
H: 2.122 -5.922 -3.533
H: 4.271 -4.723 -3.774
H: 4.534 -2.600 -2.499
Cl: -1.782 -2.822 -4.180
C: -1.095 -2.863 -5.842
Cl: -2.360 -2.429 -6.963
H: -0.671 -3.845 -6.091
H: -0.260 -2.126 -5.921
F: -5.122 1.026 8.380
C: -5.589 1.384 7.148
F: -5.421 2.768 7.118
F: -6.911 1.143 7.092
C: -4.859 0.610 6.089
C: -4.050 -0.494 6.415
C: -3.419 -1.217 5.326
C: -3.752 -0.839 4.013
C: -4.497 0.259 3.708
C: -5.048 1.097 4.743
P: -2.904 -2.023 2.793
C: -4.271 -3.143 2.346
C: -5.446 -2.824 1.715
C: -6.435 -3.768 1.458
C: -6.352 -4.995 1.984
C: -5.202 -5.351 2.781
C: -4.191 -4.433 2.856
C: -7.431 -6.013 1.669
F: -7.180 -7.181 2.281
F: -8.660 -5.609 1.947
F: -7.529 -6.320 0.379
C: -2.665 -0.829 1.325
C: -3.340 -0.954 0.084
C: -3.132 -0.165 -1.031
C: -2.435 0.960 -1.421
C: -1.536 1.710 -0.487
C: -1.780 0.202 1.520
C: -2.548 1.465 -2.875
F: -1.823 2.546 -3.059
F: -3.869 1.735 -3.213
F: -2.059 0.560 -3.738
H: -3.793 -0.859 7.416
H: -2.787 -2.007 5.496
H: -4.686 0.493 2.700
H: -5.640 1.960 4.584
H: -5.708 -1.781 1.420
H: -7.307 -3.482 0.905
H: -5.131 -6.376 3.166
H: -3.228 -4.726 3.290
H: -3.997 -1.791 -0.079
H: -3.587 -0.605 -1.899
H: -1.679 2.804 -0.674
H: -0.870 0.266 2.205

Cartesian forces, eV/Å:
0.03 -0.05 -0.09
1.25 0.50 -0.81
-0.73 0.11 -1.66
-1.13 -0.86 -0.27
0.76 2.18 0.74
-1.56 -1.50 -0.88
1.16 1.60 -0.50
0.77 1.46 0.90
0.99 -0.51 0.29
-1.30 -1.93 0.58
0.69 2.18 -0.67
-0.02 0.27 -0.39
0.15 -0.27 -0.04
-0.15 0.79 -0.86
-0.32 -1.79 1.71
-0.89 0.07 -0.20
-1.00 -0.13 0.27
-0.30 1.86 0.02
0.04 -0.34 0.24
0.59 -1.34 -1.16
2.30 -0.29 -1.11
-1.21 1.57 -2.35
1.23 0.36 1.53
0.33 0.49 1.37
0.12 0.64 -0.76
-0.44 -1.18 -1.55
-0.60 -0.11 0.61
-0.16 0.10 -0.09
-0.14 -0.74 0.03
-0.23 -1.10 -0.21
0.37 -0.82 1.02
0.66 0.68 0.49
-0.37 -0.41 0.29
-0.33 0.31 -0.31
-0.24 -1.63 0.47
0.23 0.07 0.09
-0.26 0.01 -0.33
1.48 0.24 -0.21
-0.87 0.16 0.16
0.63 -0.63 -0.15
0.58 -0.44 -0.46
-0.53 0.27 0.70
0.07 -1.30 0.61
0.46 0.26 -0.52
-0.91 -0.22 -0.51
-0.86 0.36 0.60
0.08 0.48 1.00
0.45 0.37 0.68
-0.82 0.98 -0.22
0.08 -0.11 0.17
-0.10 -0.07 0.68
0.48 0.42 0.41
0.82 0.33 -1.30
-0.34 -0.26 1.72
0.02 -0.03 -0.86
0.53 0.04 0.13
1.22 0.49 0.91
1.27 -0.76 -0.60
2.08 1.51 -0.27
-0.07 -1.59 -1.67
0.33 1.94 0.52
0.03 -1.72 -0.35
-0.75 -0.46 -0.14
0.07 -0.03 -0.53
-0.23 -0.14 -0.60
-0.32 0.28 0.42
-0.93 -0.29 0.08
-0.82 -0.26 0.07
-1.68 0.53 1.72
-0.45 -0.11 -0.13
0.56 -0.20 -0.29
0.92 0.49 0.16
-0.05 -0.01 -0.44
-0.54 0.18 0.33
-0.89 -0.44 0.27
-0.66 0.09 -0.57
0.64 0.80 1.46
-0.26 -1.73 -0.55
0.43 0.24 0.16
0.20 0.93 -1.34
1.09 -0.88 -1.96
-3.45 3.73 0.62
1.93 -2.20 0.21
-1.40 2.13 2.00
1.75 -3.78 0.80
0.25 1.42 -0.45
-0.41 0.18 0.11
-1.00 1.83 -0.75
-0.09 1.53 -0.16
1.28 -2.34 1.47
-1.72 -0.41 -1.53
1.51 -0.71 0.56
0.29 -0.51 -0.15
-0.16 -0.02 0.58
-0.61 0.52 1.23
0.85 0.07 -1.32
-0.51 -1.14 0.16
0.51 -0.06 2.09
0.37 1.27 -3.03
-0.44 -0.68 0.92
-0.98 1.55 0.32
1.06 0.27 1.56
-1.09 -1.21 1.15
0.14 1.17 -0.11
1.72 -0.30 0.19
-0.46 -0.26 -0.28
-0.59 0.62 -0.24
1.37 -1.76 0.53
-0.18 0.39 -1.16
-0.40 0.63 -0.34
0.60 -0.86 0.13
-0.34 0.17 -0.29
0.11 0.64 -0.04
-0.44 0.00 0.16
-0.06 -0.11 0.15
-0.67 -0.15 -0.39
0.05 -0.47 -0.04
-1.55 -1.10 -0.37